{
  "formula": "C74H172Cl2O36",
  "method": "ωB97M-V/def2-TZVPD",
  "symbols": ["Cl", "Cl", "O", "O", "O", "O", "O", "O", "O", "O", "O", "O", "O", "O", "O", "O", "O", "O", "O", "O", "O", "O", "O", "O", "O", "O", "O", "O", "O", "O", "O", "O", "O", "O", "O", "O", "O", "O", "C", "C", "C", "C", "C", "C", "C", "C", "C", "C", "C", "C", "C", "C", "C", "C", "C", "C", "C", "C", "C", "C", "C", "C", "C", "C", "C", "C", "C", "C", "C", "C", "C", "C", "C", "C", "C", "C", "C", "C", "C", "C", "C", "C", "C", "C", "C", "C", "C", "C", "C", "C", "C", "C", "C", "C", "C", "C", "C", "C", "C", "C", "C", "C", "C", "C", "C", "C", "C", "C", "C", "C", "C", "C", "H", "H", "H", "H", "H", "H", "H", "H", "H", "H", "H", "H", "H", "H", "H", "H", "H", "H", "H", "H", "H", "H", "H", "H", "H", "H", "H", "H", "H", "H", "H", "H", "H", "H", "H", "H", "H", "H", "H", "H", "H", "H", "H", "H", "H", "H", "H", "H", "H", "H", "H", "H", "H", "H", "H", "H", "H", "H", "H", "H", "H", "H", "H", "H", "H", "H", "H", "H", "H", "H", "H", "H", "H", "H", "H", "H", "H", "H", "H", "H", "H", "H", "H", "H", "H", "H", "H", "H", "H", "H", "H", "H", "H", "H", "H", "H", "H", "H", "H", "H", "H", "H", "H", "H", "H", "H", "H", "H", "H", "H", "H", "H", "H", "H", "H", "H", "H", "H", "H", "H", "H", "H", "H", "H", "H", "H", "H", "H", "H", "H", "H", "H", "H", "H", "H", "H", "H", "H", "H", "H", "H", "H", "H", "H", "H", "H", "H", "H", "H", "H", "H", "H", "H", "H", "H", "H", "H", "H", "H", "H", "H", "H", "H", "H", "H", "H", "H", "H", "H", "H", "H", "H"],
  "positions_angstrom": [[0.910, 4.035, 6.664], [0.970, 4.284, 3.349], [4.865, 2.582, 3.171], [0.006, -1.843, -7.475], [2.297, -2.533, 1.935], [-2.764, 2.026, -2.629], [1.517, 6.812, 1.406], [6.057, -7.077, 4.126], [1.624, -6.495, -6.073], [1.687, -2.117, 6.460], [-8.525, 1.660, -0.134], [-1.580, 1.640, 3.472], [0.981, -6.745, 6.555], [2.784, -6.341, -3.112], [-4.534, 5.240, -7.087], [-4.487, -1.711, 2.033], [-4.921, 3.606, 1.372], [4.166, 7.576, 4.291], [2.891, 0.069, 0.549], [-3.663, 3.968, -4.538], [0.920, -0.446, -3.493], [4.377, -5.584, 5.972], [-5.795, -0.092, -3.447], [3.903, -3.773, -3.354], [-1.566, -4.965, -2.480], [5.247, 1.094, -0.600], [5.415, 5.151, 3.584], [-1.876, -6.392, 2.254], [-0.468, -0.831, 4.771], [5.226, -6.456, 1.120], [-1.089, 8.631, -0.203], [0.446, 0.937, -6.939], [-4.654, -0.779, -0.742], [-7.987, 4.431, 0.921], [-0.638, -2.554, -2.240], [0.511, -6.027, 3.825], [-1.663, 9.262, -3.238], [-0.578, 3.515, -5.638], [2.917, 0.763, -0.667], [6.403, 4.198, 3.599], [4.305, 1.277, 3.318], [0.761, 0.353, -8.222], [-6.402, -1.007, -2.562], [-4.647, -0.373, 1.639], [-0.581, -2.183, 5.297], [-5.388, -1.644, -1.595], [4.921, 7.467, 3.110], [-4.037, 3.692, 2.436], [-8.939, 2.878, -0.718], [1.668, -6.737, 4.285], [-9.096, 4.138, 0.135], [-0.864, 1.486, -6.820], [-0.509, 7.490, 0.369], [-0.084, -0.886, -8.509], [-3.793, 4.096, -3.090], [-0.500, 9.943, -2.768], [3.397, -6.652, -4.305], [2.066, 0.006, -4.154], [-0.742, 1.159, 2.408], [4.033, 1.864, -0.612], [1.575, -1.367, 1.914], [-6.635, 0.930, -4.019], [0.096, -3.148, -7.881], [2.459, -7.338, -5.307], [4.870, -2.975, -2.801], [0.706, -7.627, 7.644], [-6.711, 4.642, 0.237], [4.453, -6.686, -0.126], [-0.991, -5.269, 2.085], [5.475, -7.672, 1.779], [-5.403, 4.178, -7.317], [6.409, 1.870, -0.484], [-3.348, -1.895, 2.872], [2.805, -4.032, -2.444], [6.008, 6.425, 3.273], [-0.990, 1.455, 4.772], [0.251, -1.575, -4.068], [-1.021, -1.968, -3.445], [2.235, 6.105, 0.373], [3.308, 8.703, 4.293], [-2.523, -4.064, -2.064], [3.607, -2.253, 2.466], [-3.204, 4.987, -6.589], [5.963, -5.697, 4.234], [4.128, -5.322, 7.364], [0.458, -5.670, 2.427], [2.298, 4.531, 5.730], [5.805, 2.898, 4.099], [-1.931, -6.275, -2.743], [-2.298, 8.459, -0.958], [-1.735, 2.097, -1.650], [-1.114, 2.208, -5.554], [0.213, -2.339, 6.575], [-5.498, -0.380, 0.382], [-5.618, 4.830, 1.308], [-9.390, 1.189, 0.891], [0.652, 3.716, -4.914], [-2.130, 8.116, -2.450], [1.992, -5.166, -3.077], [-1.667, -2.996, -1.422], [1.122, -7.605, 5.384], [6.588, -7.566, 2.866], [0.241, -6.520, -5.709], [0.792, 7.925, 0.835], [2.059, 5.252, 4.366], [-1.287, 0.128, 5.380], [-3.056, 5.195, -5.103], [-2.170, -6.617, 3.598], [5.712, -5.289, 5.619], [-3.865, 2.801, -2.413], [1.644, -0.556, 0.663], [2.366, -3.133, 5.704], [-9.434, 4.992, -0.519], [3.987, 2.434, -1.541], [0.312, 1.189, 2.720], [-2.232, -2.113, -1.075], [-3.694, 0.078, 1.361], [-3.214, -3.708, -2.887], [-2.481, -1.276, 2.563], [-5.941, 0.583, 0.175], [2.307, -4.090, 6.190], [-4.694, 4.675, -2.805], [0.422, 9.354, -2.987], [-2.178, 2.284, -5.413], [-4.877, 3.263, -7.632], [2.220, -3.130, -2.305], [2.615, 5.220, 0.796], [2.020, -7.374, 3.469], [-10.227, 0.622, 0.467], [4.212, -7.343, -4.077], [3.218, -4.285, -1.475], [-8.735, 0.458, 1.379], [-1.077, 7.207, 1.235], [4.457, -4.352, 7.631], [5.435, 2.991, 5.124], [-6.070, 4.429, -8.175], [-1.142, 0.246, 6.489], [-4.642, -2.285, -2.154], [4.799, -7.559, -0.622], [5.932, -8.332, 1.017], [7.467, -6.939, 2.533], [6.611, 6.413, 2.329], [-6.056, 3.968, -6.446], [1.119, -3.335, -8.195], [-4.936, 0.174, 2.586], [6.648, 2.215, 4.156], [1.905, -3.280, 4.710], [-8.158, 3.073, -1.456], [-1.013, 0.162, 2.147], [-3.051, 7.807, -2.880], [-1.752, -1.083, -3.380], [0.286, -1.304, -9.453], [3.060, -7.806, -6.066], [-0.469, 10.771, -3.447], [3.398, -2.809, 5.611], [0.059, -1.292, -5.113], [-6.041, 5.052, 2.239], [-1.373, -4.382, 2.697], [0.512, -7.041, 8.563], [3.867, -5.777, -4.705], [-2.940, 4.636, -2.661], [-1.292, 2.290, 5.473], [-1.068, -5.011, 1.010], [-2.809, -5.861, 4.047], [1.694, -4.880, -4.104], [-2.300, -0.163, 5.246], [5.756, -2.937, -3.430], [-0.442, 10.240, -1.751], [6.719, 6.746, 4.031], [6.934, -5.183, 4.007], [-6.088, -2.287, -0.932], [-0.253, -2.854, 4.433], [5.247, -3.348, -1.842], [4.179, 7.191, 2.303], [-2.875, -6.281, -3.295], [-0.536, -3.483, -8.701], [0.538, 1.002, -9.059], [-0.669, 1.667, -4.678], [-3.129, -2.945, 2.773], [-9.852, 4.028, 0.836], [-2.237, 2.167, -0.727], [-9.596, 1.977, 1.572], [6.467, 2.567, -1.310], [7.025, -8.590, 3.005], [-2.895, 9.353, -0.849], [-2.941, 7.717, -0.496], [6.389, 2.527, 0.408], [1.390, 8.484, 0.149], [1.913, -8.321, 5.719], [-1.251, -3.455, -0.489], [0.091, 1.550, 4.692], [4.494, -8.153, 2.076], [-1.123, -0.562, -8.604], [-0.330, -6.228, -6.581], [-1.245, -6.875, -3.293], [0.606, 8.483, 1.725], [-6.284, 1.230, -5.009], [-2.819, 3.999, -6.921], [-1.608, 0.702, -6.797], [1.140, -4.865, 2.116], [0.062, -1.518, 7.294], [-1.099, 1.262, -1.741], [7.282, 4.472, 4.182], [-6.933, -1.823, -3.060], [2.832, 3.665, 5.405], [1.639, -8.215, 7.779], [-2.017, 5.231, -4.820], [1.563, -1.254, -0.148], [-3.107, -4.560, -1.237], [3.038, 5.422, 3.842], [-0.917, 1.835, 1.525], [-3.616, 6.144, -4.915], [0.151, -7.984, 5.110], [1.902, -8.130, -4.709], [5.323, 8.459, 2.809], [4.176, -1.725, 1.692], [-6.445, 3.762, -0.472], [-1.673, -2.385, 5.540], [-6.199, -1.113, 0.588], [-6.719, 1.839, -3.374], [1.893, 0.301, -5.209], [-1.294, -6.635, 4.241], [-3.479, 4.706, 2.450], [4.640, -6.017, 8.091], [3.055, -5.338, 7.441], [2.366, 0.898, -3.687], [3.796, 0.972, 2.423], [5.989, -4.193, 5.735], [-6.878, 5.545, -0.387], [-2.576, 5.737, -7.131], [3.219, 0.101, -1.476], [3.509, 1.351, 4.044], [0.067, -5.728, -4.882], [-1.063, 2.122, -7.749], [-3.453, 2.758, 2.487], [-0.048, -3.311, 7.035], [4.671, -5.812, -0.668], [3.776, 9.580, 3.809], [-0.128, -7.526, -5.466], [0.515, -1.627, 1.888], [3.046, 8.963, 5.343], [-4.044, 3.073, -1.362], [6.740, 3.985, 2.582], [1.037, 4.733, -5.275], [3.925, 2.544, 0.272], [-3.533, -1.723, 3.911], [0.706, -6.545, 1.799], [-4.604, 3.602, 3.384], [6.404, -5.934, 6.225], [2.873, 5.264, 6.312], [-4.756, 2.282, -2.785], [3.119, 6.674, -0.004], [1.133, -5.410, -2.470], [1.806, -0.780, 2.798], [1.646, 6.253, 4.487], [4.492, -2.012, -2.488], [1.820, 0.062, -8.030], [-0.503, 6.639, -0.320], [-4.961, 5.628, 1.020], [7.333, 1.302, -0.543], [2.464, -6.018, 4.527], [1.615, 5.982, -0.478], [-1.379, 7.287, -2.547], [0.527, 3.717, -3.803], [-0.089, -8.305, 7.504], [-9.840, 2.625, -1.297], [-7.653, 0.463, -4.165], [5.107, 0.553, 3.540], [0.992, -2.363, -3.986], [-0.114, -3.821, -7.119], [2.835, -0.706, -4.223], [3.513, -1.763, 3.440], [1.349, 2.850, -5.132], [4.106, -3.194, 2.689], [-1.136, 2.965, -1.855], [-2.219, -6.871, -1.799], [-2.673, -7.588, 3.659], [0.721, -0.033, 0.515], [-7.206, -0.502, -1.967], [3.334, -6.777, 0.113], [2.043, 1.365, -0.871], [-1.444, -2.692, -4.136], [5.183, -5.319, 3.565], [2.478, 8.513, 3.640]],
  "total_energy_ha": -6550.80219,
  "e_homo_ev": -9.016,
  "charge": 0,
  "fmax_ev_per_a": 3.5,
  "homo_lumo_gap_ha": 0.35020
}